88
Properties=species:S:1:pos:R:3:mulliken_spin:R:1 method="wB97M-V/def2-TZVPD" homo_lumo_gap_ev="7.71 / 7.79" spin_multiplicity=2 homo_energy_ev="-10.27 / -10.38" total_charge=+1 e_lumo_ev="-2.56 / -2.59"
Ti -0.25 0.03 -0.93 0.8581
C 4.82 -0.37 -2.20 0.0010
C 3.46 0.29 -1.99 0.0011
C 3.64 1.69 -1.40 0.0116
P 2.21 -0.71 -1.07 0.0239
C 2.69 -2.45 -1.37 -0.0140
C 1.99 -3.43 -0.43 0.0404
C 2.42 -2.80 -2.84 0.0073
C 2.40 -0.39 0.72 -0.0475
C 3.65 -0.25 1.34 0.0057
C 3.79 0.00 2.69 -0.0022
C 5.14 0.13 3.33 0.0004
C 2.62 0.12 3.44 0.0017
C 1.37 0.00 2.86 -0.0070
C 1.24 -0.28 1.50 0.0217
N -0.04 -0.42 0.88 -0.0392
C -1.24 -0.58 1.65 -0.0015
C -2.14 0.49 1.76 -0.0189
C -1.81 1.88 1.28 0.0312
C -3.38 0.26 2.35 0.0013
C -3.73 -0.98 2.85 -0.0009
C -5.09 -1.21 3.48 -0.0001
C -2.79 -2.00 2.80 0.0012
C -1.55 -1.83 2.21 0.0027
C -0.57 -2.96 2.18 0.0102
H 5.46 0.32 -2.76 0.0000
H 4.76 -1.29 -2.76 0.0001
H 5.34 -0.58 -1.26 -0.0001
H 2.99 0.40 -2.97 0.0029
H 4.15 1.66 -0.43 0.0003
H 2.69 2.20 -1.24 -0.0024
H 4.24 2.30 -2.08 0.0001
H 3.76 -2.49 -1.17 -0.0011
H 0.91 -3.42 -0.58 0.0004
H 2.18 -3.20 0.62 0.0001
H 2.34 -4.44 -0.63 0.0004
H 1.36 -2.71 -3.07 -0.0020
H 2.72 -3.83 -3.04 0.0011
H 2.97 -2.15 -3.53 0.0007
H 4.54 -0.35 0.74 0.0000
H 5.94 -0.10 2.62 0.0000
H 5.25 -0.56 4.18 -0.0002
H 5.31 1.14 3.71 -0.0003
H 2.69 0.31 4.50 0.0001
H 0.47 0.08 3.47 0.0000
H -0.74 2.08 1.30 -0.0048
H -2.30 2.62 1.92 0.0017
H -2.17 2.06 0.26 -0.0041
H -4.09 1.08 2.41 -0.0001
H -5.82 -0.49 3.12 0.0000
H -5.04 -1.11 4.57 -0.0001
H -5.46 -2.21 3.26 0.0000
H -3.04 -2.98 3.21 0.0000
H -1.01 -3.86 2.62 0.0000
H 0.34 -2.72 2.75 0.0006
H -0.25 -3.20 1.17 -0.0049
C -4.17 -4.00 -0.41 -0.0006
C -2.77 -4.03 -0.53 0.0109
C -2.09 -2.92 -0.96 0.0010
C -2.77 -1.73 -1.30 -0.0653
C -2.06 -0.55 -1.72 0.0129
C -2.79 0.55 -2.09 0.0601
C -4.21 0.56 -2.04 0.0066
C -4.88 -0.53 -1.59 0.0061
C -4.17 -1.71 -1.20 -0.0111
C -4.86 -2.86 -0.74 0.0007
H -4.71 -4.87 -0.07 0.0000
H -2.22 -4.93 -0.29 0.0002
H -1.01 -2.95 -1.07 -0.0060
H -2.30 1.45 -2.45 0.0000
H -4.76 1.44 -2.36 -0.0001
H -5.96 -0.52 -1.52 0.0003
H -5.94 -2.83 -0.67 -0.0002
C -0.97 5.04 -2.60 0.0047
C 0.16 4.60 -1.66 0.0154
C -0.07 5.11 -0.23 0.0062
C 1.53 5.04 -2.20 0.0033
C 0.13 3.12 -1.60 0.0834
N 0.10 1.97 -1.55 -0.0040
H -1.00 6.13 -2.60 0.0006
H -1.94 4.68 -2.26 -0.0011
H -0.80 4.71 -3.62 -0.0006
H -0.01 6.20 -0.25 0.0003
H 0.69 4.73 0.45 -0.0003
H -1.06 4.82 0.14 -0.0007
H 1.51 6.13 -2.29 0.0008
H 1.73 4.61 -3.18 0.0004
H 2.33 4.76 -1.52 -0.0005

---

99
Properties=species:S:1:pos:R:3:lowdin_charge:R:1 method="wB97M-V/def2-TZVPD" homo_lumo_gap_ev=3.75 homo_energy_ev=-2.27 total_charge=-1 e_lumo_ev=1.49
Sn -1.16 0.34 0.92 1.2493
C -0.42 -3.30 3.88 -0.1222
C 0.69 -3.01 4.72 -0.1175
C 1.32 -1.81 4.62 -0.0790
C 0.89 -0.82 3.66 -0.4252
N -0.22 -1.10 2.89 -0.0357
C -0.81 -2.31 3.01 -0.2209
N 1.58 0.29 3.56 0.0833
C 1.27 1.35 2.71 -0.3659
N 0.06 1.75 2.15 -0.0446
C 0.25 2.96 1.51 -0.3478
N -0.68 3.80 0.95 0.1126
C -1.90 3.49 0.60 -0.3895
C -2.78 4.58 0.21 -0.0467
C -4.06 4.36 -0.15 -0.1148
C -4.57 3.03 -0.19 -0.1189
C -3.71 2.03 0.15 -0.2068
N -2.43 2.21 0.55 -0.0617
C 1.60 3.31 1.62 -0.1455
C 2.35 4.41 1.14 -0.0422
C 3.69 4.48 1.42 -0.1330
C 4.33 3.47 2.20 -0.1381
C 3.62 2.40 2.70 -0.0821
C 2.24 2.30 2.39 -0.1796
H -0.95 -4.24 3.92 0.0821
H 1.03 -3.75 5.44 0.0927
H 2.15 -1.55 5.26 0.0959
H -1.64 -2.47 2.33 0.0864
H -2.34 5.57 0.24 0.0975
H -4.70 5.19 -0.42 0.0936
H -5.58 2.81 -0.50 0.0926
H -4.03 1.00 0.06 0.0782
H 1.85 5.18 0.56 0.1005
H 4.28 5.31 1.06 0.0768
H 5.38 3.57 2.43 0.0757
H 4.09 1.66 3.34 0.0850
N -2.71 0.31 2.75 -0.0369
C -4.11 -0.17 2.83 -0.2177
C -4.34 -1.51 2.14 -0.1186
C -4.26 -1.35 0.61 -0.7286
O -5.33 -1.30 -0.01 -0.0129
O -3.10 -1.20 0.13 -0.2180
H -2.12 -0.10 3.47 0.0690
H -2.70 1.31 2.91 0.0815
H -4.75 0.58 2.37 0.1136
H -4.40 -0.25 3.89 0.1105
H -5.34 -1.86 2.40 0.1083
H -3.61 -2.25 2.49 0.0876
C -4.19 0.53 -3.01 -0.1811
Si -2.42 1.01 -3.39 0.5868
C -2.12 2.83 -3.06 -0.1822
C -1.92 0.48 -5.15 -0.2949
C -2.32 0.81 -6.45 -0.0966
C -1.79 0.13 -7.53 -0.1102
C -0.86 -0.89 -7.34 -0.1113
C -0.45 -1.23 -6.06 -0.0994
C -0.97 -0.54 -4.96 -0.2999
Si -0.70 -0.54 -3.08 0.5344
C -0.93 -2.21 -2.26 -0.2241
C 1.00 0.22 -2.80 -0.2329
H -4.78 0.48 -3.93 0.0244
H -4.65 1.26 -2.35 0.0067
H -4.25 -0.43 -2.50 0.0204
H -2.44 3.44 -3.91 0.0273
H -1.06 3.04 -2.88 0.0290
H -2.67 3.17 -2.18 -0.0027
H -3.05 1.60 -6.61 0.0967
H -2.10 0.39 -8.54 0.0911
H -0.46 -1.41 -8.20 0.0902
H 0.27 -2.02 -5.93 0.0933
H -0.16 -2.93 -2.58 0.0148
H -1.91 -2.62 -2.51 0.0306
H -0.89 -2.11 -1.17 -0.0286
H 1.81 -0.48 -3.03 0.0053
H 1.12 0.58 -1.77 -0.0151
H 1.10 1.07 -3.47 0.0264
C 5.35 -1.81 0.50 -0.1312
N 4.44 -1.26 1.57 -0.0603
C 3.99 -2.40 2.48 -0.1037
N 3.39 -3.45 1.72 -0.1363
C 4.31 -3.92 0.70 -0.1783
N 4.72 -2.86 -0.23 -0.1502
C 3.57 -2.38 -1.04 -0.3143
P 2.17 -1.65 -0.04 1.0665
C 3.26 -0.56 0.97 -0.2706
C 2.09 -3.06 1.18 -0.2892
H 6.24 -2.19 1.00 0.1365
H 5.61 -0.99 -0.16 0.1407
H 4.93 -0.58 2.14 0.1751
H 3.28 -1.98 3.19 0.1107
H 4.89 -2.75 2.99 0.1400
H 3.83 -4.72 0.13 0.1310
H 5.21 -4.32 1.18 0.1284
H 3.20 -3.21 -1.64 0.0872
H 3.94 -1.62 -1.73 0.0844
H 2.71 -0.13 1.80 0.0478
H 3.64 0.25 0.35 0.1114
H 1.64 -3.93 0.68 0.0983
H 1.43 -2.79 2.00 0.0551

---

100
Properties=species:S:1:pos:R:3:lowdin_charge:R:1 method="wB97M-V/def2-TZVPD" homo_lumo_gap_ev=4.88 homo_energy_ev=-1.33 total_charge=-2 e_lumo_ev=3.55
Rb 0.32 -1.09 -0.03 0.2762
C -0.84 -4.19 -0.04 -0.0770
N -2.12 -3.52 0.09 -0.1383
C -3.13 -3.58 -0.85 -0.0645
C -4.15 -2.83 -0.38 -0.0924
N -3.78 -2.32 0.84 -0.0053
B -4.72 -1.44 1.73 -0.4895
N -4.22 0.03 1.78 -0.0056
C -3.75 0.64 2.92 -0.0928
C -3.48 1.94 2.65 -0.0939
N -3.78 2.12 1.30 -0.1375
C -3.61 3.34 0.55 -0.0680
C -4.24 0.95 0.78 -0.7658
S -4.73 0.74 -0.83 0.5541
C -2.52 -2.73 1.13 -0.7649
S -1.58 -2.32 2.49 0.5709
H -0.99 -5.26 -0.20 0.0926
H -0.28 -4.04 0.88 0.0480
H -0.28 -3.79 -0.89 0.0179
H -3.01 -4.12 -1.78 0.1164
H -5.10 -2.58 -0.81 0.1041
H -5.82 -1.48 1.22 0.0613
H -4.72 -1.86 2.87 0.0610
H -3.61 0.08 3.83 0.1072
H -3.09 2.73 3.26 0.1058
H -3.54 4.17 1.26 0.0811
H -4.46 3.48 -0.11 0.0588
H -2.69 3.31 -0.04 0.0591
C 3.72 1.29 -2.92 -0.4033
Se 2.40 2.73 -2.87 0.8530
C 1.27 2.09 -4.33 -0.5938
C 0.46 0.84 -4.04 -0.5860
Se -0.97 1.17 -2.75 0.8541
C -1.80 -0.58 -2.92 -0.4327
H 4.23 1.30 -3.88 0.0196
H 3.24 0.33 -2.74 -0.0381
H 4.43 1.50 -2.12 0.0033
H 1.93 1.91 -5.18 0.0574
H 0.63 2.94 -4.59 0.0434
H 1.08 0.03 -3.65 -0.0593
H -0.02 0.50 -4.97 0.0680
H -2.27 -0.68 -3.89 0.0230
H -2.56 -0.64 -2.14 -0.0377
H -1.03 -1.34 -2.80 -0.0404
N -0.34 3.57 -0.27 -0.0037
C 0.45 4.17 0.80 -0.2770
C -0.14 3.84 2.16 -0.1968
C 0.21 2.46 2.70 -0.2761
N -0.23 1.37 1.83 0.0069
H -0.28 2.56 -0.22 0.0049
H 0.05 3.81 -1.17 0.0222
H 0.45 5.25 0.65 0.1025
H 1.51 3.85 0.79 0.0966
H -1.23 3.95 2.09 0.0843
H 0.21 4.58 2.89 0.1057
H -0.20 2.37 3.72 0.0989
H 1.30 2.39 2.79 0.0951
H -1.23 1.48 1.65 0.0489
H -0.18 0.50 2.35 0.0188
I 3.34 -2.77 -0.35 0.4523
C 4.86 -3.37 1.54 -0.3794
C 5.75 -4.27 1.01 -0.2245
C 6.80 -4.87 1.73 -0.1192
C 6.97 -4.57 3.05 -0.0881
C 6.08 -3.66 3.68 -0.1885
C 6.25 -3.39 5.06 -0.0661
C 5.41 -2.54 5.71 -0.1004
C 4.37 -1.92 4.99 -0.1200
C 4.18 -2.14 3.65 -0.2929
P 2.83 -1.22 2.78 1.0579
C 1.77 -0.78 4.22 -0.3897
C 1.72 0.45 4.89 -0.1162
C 0.80 0.66 5.91 -0.1034
C -0.07 -0.34 6.29 -0.0984
C -0.03 -1.57 5.63 -0.0986
C 0.88 -1.78 4.61 -0.1579
C 3.68 0.38 2.40 -0.3433
C 4.50 1.06 3.30 -0.1009
C 5.03 2.30 2.98 -0.0935
C 4.76 2.87 1.74 -0.0954
C 3.98 2.19 0.82 -0.0917
C 3.45 0.94 1.15 -0.0980
C 5.03 -3.05 2.93 -0.1953
H 5.65 -4.53 -0.04 0.0415
H 7.47 -5.57 1.24 0.0861
H 7.76 -5.03 3.64 0.0914
H 7.06 -3.88 5.59 0.0977
H 5.53 -2.33 6.77 0.0903
H 3.70 -1.26 5.53 0.0876
H 2.39 1.25 4.60 0.0859
H 0.77 1.63 6.40 0.0963
H -0.80 -0.17 7.07 0.0927
H -0.74 -2.35 5.89 0.1004
H 0.87 -2.72 4.08 0.0842
H 4.73 0.61 4.26 0.0976
H 5.66 2.81 3.69 0.0939
H 5.17 3.84 1.49 0.0955
H 3.78 2.62 -0.15 0.0671
H 2.90 0.39 0.39 0.0539
Se 1.82 -2.26 -2.52 -0.4911

---

98
Properties=species:S:1:pos:R:3:lowdin_charge:R:1 method="wB97M-V/def2-TZVPD" homo_lumo_gap_ev=7.22 homo_energy_ev=-9.02 total_charge=+1 e_lumo_ev=-1.81
La -0.11 0.35 -0.75 1.9654
C 3.05 2.21 -0.74 -0.2102
C 3.26 0.76 -0.32 -0.2189
C 3.27 -0.21 -1.49 -0.2532
N 1.96 -0.24 -2.14 -0.1101
C 1.84 -0.90 -3.27 -0.2611
C 2.89 -1.72 -3.79 -0.0327
C 3.12 -2.26 -5.03 -0.0828
C 2.39 -2.15 -6.21 -0.1060
C 1.16 -1.53 -6.30 -0.0779
C 0.35 -0.97 -5.32 -0.0208
C 0.50 -0.81 -3.93 -0.2717
N -0.50 -0.45 -3.13 -0.1420
C -1.80 -0.20 -3.76 -0.2549
C -2.85 0.32 -2.78 -0.1980
C -2.77 1.79 -2.41 -0.2614
N -1.69 2.13 -1.49 -0.1475
C -1.56 3.41 -1.14 -0.2372
C -2.47 4.39 -1.58 -0.0207
C -2.56 5.76 -1.42 -0.0758
C -1.73 6.64 -0.76 -0.1018
C -0.58 6.27 -0.08 -0.0754
C -0.02 5.03 0.13 -0.0181
C -0.41 3.71 -0.23 -0.2303
N 0.26 2.65 0.19 -0.1471
C 1.39 2.81 1.10 -0.2693
C 2.71 3.15 0.41 -0.1813
H 2.26 2.27 -1.50 0.0990
H 3.95 2.55 -1.25 0.1229
H 2.52 0.42 0.43 0.0633
H 4.20 0.67 0.23 0.1253
H 3.55 -1.21 -1.13 0.1009
H 4.04 0.08 -2.21 0.1313
H 3.68 -1.91 -3.07 0.0873
H 4.04 -2.82 -5.10 0.1088
H 2.81 -2.59 -7.10 0.1003
H 0.72 -1.50 -7.30 0.1096
H -0.61 -0.64 -5.71 0.0842
H -2.18 -1.12 -4.24 0.1231
H -1.70 0.54 -4.56 0.1191
H -2.87 -0.30 -1.88 0.0651
H -3.83 0.16 -3.24 0.1202
H -3.74 2.07 -1.96 0.1177
H -2.70 2.38 -3.34 0.1246
H -3.28 4.00 -2.18 0.0795
H -3.42 6.21 -1.91 0.1091
H -1.98 7.70 -0.79 0.1012
H -0.01 7.08 0.36 0.1097
H 0.89 5.07 0.70 0.0796
H 1.51 1.86 1.64 0.0693
H 1.17 3.55 1.88 0.1123
H 3.51 3.13 1.17 0.1198
H 2.69 4.17 0.03 0.1061
N -0.26 0.07 1.90 0.0933
C -0.31 -0.12 3.04 -0.2255
N -0.36 -0.33 4.32 -0.0748
C -0.52 0.76 5.29 -0.0915
C 0.62 0.71 6.28 -0.1796
O 0.71 -0.57 6.87 -0.1146
C 1.00 -1.56 5.91 -0.1860
C -0.11 -1.67 4.89 -0.0922
H -1.48 0.63 5.81 0.1351
H -0.55 1.71 4.74 0.1355
H 0.46 1.42 7.09 0.1345
H 1.57 0.96 5.78 0.1320
H 1.12 -2.50 6.45 0.1364
H 1.95 -1.33 5.41 0.1149
H -1.03 -2.02 5.36 0.1353
H 0.14 -2.34 4.07 0.1219
C -5.99 -2.84 1.58 -0.0339
C -4.70 -2.24 1.11 -0.2545
C -4.40 -0.90 1.32 -0.0065
C -3.20 -0.39 0.85 -0.1557
N -2.30 -1.13 0.19 -0.0693
C -2.59 -2.42 -0.01 -0.1254
C -3.76 -3.00 0.43 -0.0064
H -6.51 -2.18 2.27 0.0813
H -5.82 -3.80 2.08 0.0878
H -6.65 -3.02 0.73 0.0944
H -5.09 -0.25 1.84 0.1183
H -2.95 0.65 0.99 0.1073
H -1.85 -3.00 -0.55 0.0849
H -3.93 -4.06 0.24 0.1213
C 3.13 -2.94 3.25 -0.1022
C 3.58 -3.26 1.83 -0.2312
C 2.47 -3.13 0.83 -0.6168
N 1.64 -2.15 0.82 0.0148
N 0.73 -2.23 -0.21 -0.0991
C 0.92 -3.27 -0.97 -0.7146
N 0.13 -3.53 -2.05 0.1165
S 2.22 -4.27 -0.45 1.1423
H 3.97 -3.00 3.94 0.0832
H 2.36 -3.64 3.58 0.0802
H 2.72 -1.93 3.29 0.0570
H 4.01 -4.26 1.78 0.1077
H 4.37 -2.57 1.52 0.1187
H -0.29 -2.68 -2.45 0.0716
H 0.53 -4.12 -2.77 0.1048

---

| no. | electronic energy (eV) |
| --- | --- |
| 1 | -74512.65081 |
| 2 | -87515.64991 |
| 3 | -284524.23447 |
| 4 | -67788.42864 |